# 1
{
  "formula": "C18H28CsN4O3S2Ta",
  "method": "ωB97M-V/def2-TZVPD",
  "total_energy_ev": -54980.2764,
  "e_above_lowest_kj_mol": 26.6,
  "homo_energy_ev": -14.47,
  "charge": 2,
  "gap_ev": 6.913,
  "symbols": ["N", "C", "O", "Cs", "Ta", "N", "N", "C", "C", "C", "C", "C", "C", "C", "C", "H", "H", "H", "H", "H", "H", "H", "H", "H", "H", "H", "H", "H", "H", "H", "H", "H", "H", "C", "H", "H", "H", "C", "H", "H", "H", "O", "S", "O", "N", "C", "S", "C", "C", "C", "C", "C", "C", "H", "H", "H", "H"],
  "coordinates": [[-1.357, 0.536, -0.800], [-2.537, 0.850, -0.695], [-3.678, 1.205, -0.736], [-1.075, 2.290, -3.636], [0.566, 0.509, -0.285], [0.965, 2.423, -0.484], [1.227, -0.507, -1.787], [0.411, 3.539, 0.382], [0.933, -1.645, -2.680], [-0.532, 4.378, -0.481], [1.590, 4.362, 0.907], [-0.349, 2.971, 1.571], [1.796, -1.521, -3.939], [1.270, -2.939, -1.925], [-0.539, -1.625, -3.053], [-0.053, 4.748, -1.402], [-0.849, 5.266, 0.086], [-1.446, 3.818, -0.750], [2.320, 3.712, 1.408], [1.218, 5.096, 1.638], [2.096, 4.923, 0.113], [-1.210, 2.348, 1.291], [-0.756, 3.824, 2.139], [0.307, 2.415, 2.256], [1.653, -0.546, -4.429], [1.505, -2.308, -4.650], [2.861, -1.656, -3.712], [2.344, -2.987, -1.706], [1.023, -3.799, -2.571], [0.714, -3.008, -0.973], [-1.209, -1.616, -2.183], [-0.761, -2.531, -3.639], [-0.791, -0.773, -3.712], [2.680, -0.309, -1.422], [2.790, 0.322, -0.490], [3.162, -1.281, -1.228], [3.240, 0.179, -2.242], [1.892, 2.872, -1.561], [2.901, 3.065, -1.162], [1.973, 2.115, -2.359], [1.533, 3.802, -2.044], [0.072, -5.187, 2.408], [-0.769, -4.220, 1.750], [-1.631, -4.648, 0.670], [0.075, -2.827, 1.288], [-0.154, -1.806, 2.068], [0.877, -0.329, 1.862], [-1.259, -1.966, 3.025], [-1.947, -1.070, 3.857], [-3.006, -1.538, 4.649], [-3.362, -2.892, 4.603], [-2.710, -3.782, 3.743], [-1.683, -3.297, 2.947], [-1.650, -0.022, 3.885], [-3.548, -0.848, 5.297], [-4.170, -3.260, 5.232], [-2.960, -4.828, 3.666]]
}

=====

# 2
{
  "formula": "C18H28CuN4O4STa",
  "method": "ωB97M-V/def2-TZVPD",
  "total_energy_ev": -90282.0213,
  "e_above_lowest_kj_mol": 93.5,
  "homo_energy_ev": -15.21,
  "charge": 2,
  "gap_ev": 6.928,
  "symbols": ["N", "C", "O", "Cu", "Ta", "N", "N", "C", "C", "C", "C", "C", "C", "C", "C", "H", "H", "H", "H", "H", "H", "H", "H", "H", "H", "H", "H", "H", "H", "H", "H", "H", "H", "C", "H", "H", "H", "C", "H", "H", "H", "O", "C", "N", "S", "O", "O", "C", "C", "C", "C", "C", "C", "H", "H", "H", "H"],
  "coordinates": [[-1.977, 0.127, -0.638], [-3.190, 0.087, -0.729], [-4.348, 0.156, -0.908], [0.092, 1.570, -2.789], [-0.107, 0.483, -0.254], [0.133, 2.383, 0.284], [0.921, -0.021, -1.875], [-0.591, 3.206, 1.272], [0.992, -0.767, -3.171], [-1.653, 4.003, 0.515], [0.400, 4.134, 1.981], [-1.269, 2.359, 2.329], [1.704, 0.097, -4.224], [1.775, -2.059, -3.003], [-0.438, -1.103, -3.579], [-1.207, 4.712, -0.187], [-2.276, 4.566, 1.224], [-2.301, 3.322, -0.051], [1.223, 3.553, 2.409], [-0.103, 4.658, 2.803], [0.817, 4.900, 1.321], [-2.033, 1.677, 1.932], [-1.770, 3.039, 3.041], [-0.540, 1.769, 2.900], [1.229, 1.088, -4.378], [1.655, -0.436, -5.184], [2.756, 0.250, -3.954], [2.816, -1.867, -2.732], [1.768, -2.576, -3.970], [1.303, -2.708, -2.265], [-0.923, -1.726, -2.814], [-0.393, -1.659, -4.528], [-1.049, -0.202, -3.756], [2.268, 0.272, -1.212], [2.136, 0.724, -0.190], [2.875, -0.631, -1.065], [2.802, 1.005, -1.836], [0.965, 3.220, -0.630], [2.033, 3.179, -0.363], [0.829, 2.949, -1.704], [0.607, 4.254, -0.560], [-2.176, -0.527, 2.173], [-1.196, -1.276, 2.048], [-0.143, -1.035, 1.139], [0.614, -2.519, 0.622], [-0.089, -2.964, -0.570], [2.045, -2.339, 0.603], [-0.014, -3.330, 2.047], [0.307, -4.615, 2.481], [-0.329, -5.096, 3.632], [-1.272, -4.307, 4.317], [-1.599, -3.038, 3.846], [-0.948, -2.555, 2.707], [1.037, -5.206, 1.931], [-0.097, -6.095, 4.003], [-1.745, -4.690, 5.224], [-2.325, -2.392, 4.334]]
}

=====

# 3
{
  "formula": "C18H28FNO13Sr",
  "method": "ωB97M-V/def2-TZVPD",
  "total_energy_ev": -50775.8203,
  "homo_energy_ev": -6.76,
  "charge": 0,
  "gap_ev": 4.647,
  "symbols": ["Sr", "O", "H", "H", "H", "O", "H", "H", "H", "O", "H", "H", "H", "C", "C", "C", "O", "C", "C", "C", "O", "O", "O", "H", "H", "C", "C", "C", "O", "C", "C", "C", "O", "O", "O", "H", "H", "F", "C", "O", "C", "C", "N", "C", "C", "O", "C", "H", "H", "H", "H", "H", "H", "H", "H", "H", "H", "H", "H", "H", "H", "H"],
  "coordinates": [[9.936, 17.586, -37.198], [8.123, 14.697, -34.139], [7.388, 14.445, -33.527], [8.579, 13.793, -34.571], [7.821, 15.271, -34.876], [7.263, 15.001, -38.860], [7.815, 15.469, -39.525], [7.089, 15.541, -38.027], [7.692, 14.158, -38.607], [5.898, 18.106, -36.777], [6.405, 17.406, -36.268], [6.344, 18.133, -37.755], [6.035, 18.923, -36.273], [10.328, 14.411, -35.809], [10.124, 13.106, -35.395], [11.352, 12.297, -35.012], [11.168, 11.128, -34.639], [12.629, 12.892, -34.998], [12.851, 14.228, -35.440], [11.573, 15.013, -35.845], [11.620, 16.250, -36.087], [13.927, 14.803, -35.561], [8.924, 12.833, -35.056], [9.502, 15.077, -36.036], [13.534, 12.363, -34.745], [6.828, 17.838, -41.021], [7.360, 18.030, -42.338], [8.680, 18.748, -42.492], [9.183, 18.960, -43.561], [9.304, 19.267, -41.320], [8.869, 19.037, -40.048], [7.536, 18.213, -39.922], [7.229, 17.846, -38.710], [9.516, 19.268, -38.962], [6.755, 17.538, -43.273], [5.872, 17.368, -40.831], [10.144, 19.942, -41.428], [7.668, 16.297, -36.438], [3.866, 13.478, -35.602], [4.009, 14.129, -34.352], [4.822, 15.285, -34.457], [5.075, 15.846, -33.079], [5.971, 15.089, -32.206], [6.454, 15.906, -31.071], [7.474, 15.078, -30.302], [6.839, 13.827, -30.077], [7.410, 13.109, -28.988], [3.717, 14.121, -36.472], [3.061, 12.762, -35.450], [4.754, 12.854, -35.775], [4.201, 16.081, -34.904], [5.652, 15.068, -35.138], [4.114, 16.017, -32.582], [5.478, 16.852, -33.250], [5.461, 14.371, -31.695], [5.728, 16.413, -30.429], [6.991, 16.716, -31.583], [7.712, 15.539, -29.337], [8.389, 14.905, -30.877], [6.943, 13.526, -28.092], [8.495, 13.215, -28.937], [7.172, 12.053, -29.074]]
}

=====

# 4
{
  "formula": "C18H28N4O2S",
  "method": "ωB97M-V/def2-TZVPD",
  "total_energy_ev": -39993.8541,
  "e_above_lowest_kj_mol": 1798.0,
  "homo_energy_ev": -8.16,
  "charge": 0,
  "gap_ev": 8.405,
  "symbols": ["C", "C", "C", "N", "C", "N", "N", "C", "C", "C", "C", "C", "C", "C", "H", "H", "H", "H", "H", "H", "H", "H", "H", "H", "H", "S", "C", "C", "O", "N", "C", "H", "H", "C", "H", "C", "H", "H", "C", "H", "H", "C", "H", "O", "H", "H", "H", "H", "H", "H", "H", "H", "H"],
  "coordinates": [[-1.861, -3.976, -2.838], [-1.331, -2.877, -2.764], [-1.916, -1.620, -2.270], [-1.002, -1.004, -1.121], [-0.080, 0.002, -1.143], [0.729, 0.180, -0.090], [0.235, -0.601, 0.879], [-1.005, -1.206, 0.153], [-1.852, -2.173, 0.823], [-2.079, -1.861, 2.354], [-2.894, -2.840, 2.809], [-2.328, -4.111, 2.869], [-2.131, -4.614, 1.719], [-1.120, -3.698, 0.747], [-0.280, -3.516, 1.347], [-0.819, -3.959, -0.174], [-1.512, -5.688, 1.690], [-2.887, -4.761, 1.059], [-3.049, -5.038, 3.374], [-1.229, -4.249, 3.479], [-3.153, -2.463, 4.043], [-3.719, -2.889, 2.419], [-1.044, -1.785, 2.703], [-2.346, -0.892, 2.268], [-2.962, -2.212, 0.143], [0.392, 0.586, -2.862], [1.965, 1.571, -2.247], [1.671, 2.898, -1.958], [2.088, 3.976, -2.372], [1.292, 2.799, -0.506], [1.013, 4.025, 0.174], [-0.059, 4.485, 0.232], [1.740, 4.759, -0.120], [1.372, 3.739, 1.877], [1.392, 4.677, 2.372], [0.390, 2.611, 2.169], [-0.488, 3.241, 3.019], [0.054, 2.045, 1.570], [1.300, 1.691, 3.052], [1.009, 0.719, 2.941], [1.542, 1.861, 4.219], [2.851, 1.783, 2.221], [3.544, 1.634, 2.918], [2.727, 3.187, 2.028], [2.526, 1.242, 1.354], [1.028, 1.817, -0.052], [2.478, 1.615, -3.266], [2.519, 0.801, -1.609], [-2.911, -1.646, -1.871], [-1.774, -0.635, -3.050], [-0.301, -2.664, -3.221], [-1.536, -4.772, -3.328], [-3.094, -4.107, -2.510]]
}